1.
{"formula": "C43H55N9O5P2PdS", "method": "wB97M-V/def2-TZVPD", "species": ["Pd", "C", "C", "P", "C", "C", "C", "C", "C", "C", "C", "C", "C", "C", "C", "C", "C", "P", "C", "C", "C", "C", "C", "C", "C", "C", "C", "C", "C", "C", "H", "H", "H", "H", "H", "H", "H", "H", "H", "H", "H", "H", "H", "H", "H", "H", "H", "H", "H", "H", "H", "H", "H", "H", "H", "H", "N", "C", "N", "N", "C", "N", "H", "H", "H", "H", "C", "C", "S", "O", "O", "C", "C", "N", "C", "N", "C", "C", "N", "O", "O", "C", "H", "H", "H", "H", "H", "H", "H", "H", "H", "H", "H", "H", "H", "C", "N", "C", "C", "C", "N", "C", "C", "O", "H", "H", "H", "H", "H", "H", "H", "H", "H", "H", "H", "H"], "xyz": [[-0.204, -0.395, 0.652], [1.919, 0.618, 3.755], [0.396, 0.516, 3.930], [-0.717, 0.783, 2.465], [-1.027, 2.598, 2.482], [-2.216, 3.082, 1.928], [-2.456, 4.442, 1.822], [-1.504, 5.356, 2.264], [-0.320, 4.890, 2.814], [-0.085, 3.524, 2.923], [-2.319, 0.297, 3.259], [-3.156, -0.588, 2.582], [-4.369, -0.990, 3.135], [-4.756, -0.515, 4.378], [-3.936, 0.381, 5.059], [-2.733, 0.786, 4.499], [2.477, 0.065, 2.432], [2.532, 1.406, 1.149], [2.080, 0.617, -0.433], [2.012, -0.756, -0.686], [1.849, -1.220, -1.995], [1.741, -0.337, -3.052], [1.786, 1.036, -2.807], [1.948, 1.501, -1.517], [4.365, 1.521, 0.936], [5.083, 0.903, -0.087], [6.467, 1.019, -0.154], [7.156, 1.748, 0.804], [6.453, 2.372, 1.827], [5.071, 2.267, 1.882], [2.370, 0.074, 4.590], [2.235, 1.657, 3.878], [0.088, 1.131, 4.780], [0.159, -0.523, 4.184], [-2.965, 2.380, 1.575], [-3.387, 4.793, 1.391], [-1.686, 6.419, 2.176], [0.431, 5.590, 3.161], [0.853, 3.184, 3.341], [-2.834, -0.971, 1.622], [-5.004, -1.680, 2.592], [-5.698, -0.830, 4.813], [-4.242, 0.775, 6.021], [-2.121, 1.511, 5.030], [1.813, -0.724, 2.056], [3.474, -0.351, 2.567], [2.171, -1.470, 0.113], [1.805, -2.287, -2.174], [1.621, -0.710, -4.063], [1.709, 1.738, -3.630], [1.998, 2.569, -1.328], [4.561, 0.329, -0.842], [7.008, 0.536, -0.960], [8.234, 1.837, 0.751], [6.981, 2.952, 2.575], [4.527, 2.778, 2.672], [-1.840, -2.776, 4.685], [-0.951, -3.764, 4.481], [-0.723, -4.610, 5.522], [-0.314, -3.994, 3.360], [-0.631, -3.218, 2.335], [-0.910, -2.538, 1.439], [-2.433, -2.773, 5.494], [-2.103, -2.175, 3.918], [-0.847, -4.261, 6.457], [0.052, -5.236, 5.379], [-6.696, 3.163, -5.571], [-6.038, 3.946, -4.444], [-4.265, 3.912, -4.489], [-3.781, 4.662, -3.356], [-3.829, 4.259, -5.818], [-3.845, 2.207, -4.205], [-2.321, 2.059, -4.213], [-1.896, 0.957, -3.358], [-1.432, 1.099, -2.090], [-1.166, -0.074, -1.538], [-1.469, -1.019, -2.459], [-1.923, -0.407, -3.590], [-2.369, -1.016, -4.795], [-2.841, -0.294, -5.665], [-2.238, -2.220, -4.891], [-1.264, 2.412, -1.410], [-7.771, 3.343, -5.564], [-6.541, 2.089, -5.461], [-6.299, 3.475, -6.536], [-6.329, 3.603, -3.449], [-6.257, 5.014, -4.510], [-4.302, 1.595, -4.981], [-4.251, 1.943, -3.227], [-1.850, 2.958, -3.822], [-1.966, 1.890, -5.221], [-1.346, -2.073, -2.283], [-0.575, 3.057, -1.959], [-0.854, 2.218, -0.418], [-2.214, 2.945, -1.312], [4.806, -3.204, 0.349], [3.914, -3.914, -0.549], [4.360, -4.090, -1.916], [3.573, -5.217, -2.555], [2.097, -4.879, -2.514], [1.707, -4.393, -1.201], [0.283, -4.220, -0.940], [2.574, -3.965, -0.227], [2.158, -3.633, 0.880], [5.774, -3.708, 0.379], [4.372, -3.193, 1.342], [4.962, -2.168, 0.025], [5.424, -4.328, -1.893], [4.245, -3.163, -2.496], [3.763, -6.139, -2.002], [3.886, -5.369, -3.588], [1.497, -5.759, -2.753], [1.870, -4.124, -3.278], [-0.085, -4.919, -0.188], [-0.250, -4.395, -1.874], [0.063, -3.210, -0.578]], "homo_lumo_gap_ev": 5.8, "charge": 0, "spin_multiplicity": 1, "lumo_energy_ha": -0.0110, "e_homo_ev": -6.11}

***

2.
{"formula": "C56H51N3O4S3Sr", "method": "wB97M-V/def2-TZVPD", "species": ["Sr", "C", "N", "C", "C", "C", "N", "C", "C", "C", "C", "C", "C", "C", "O", "C", "C", "C", "N", "C", "C", "C", "C", "C", "C", "C", "O", "H", "H", "H", "H", "H", "H", "H", "H", "H", "H", "H", "H", "H", "H", "H", "H", "H", "H", "H", "H", "H", "H", "H", "H", "H", "C", "C", "C", "C", "C", "C", "C", "S", "O", "C", "C", "C", "C", "C", "C", "C", "C", "C", "C", "C", "C", "C", "C", "C", "C", "C", "C", "C", "C", "S", "O", "C", "C", "C", "C", "C", "C", "C", "H", "H", "H", "H", "H", "H", "H", "H", "H", "H", "H", "H", "H", "H", "H", "H", "H", "H", "H", "H", "H", "H", "H", "H", "H", "H", "S", "C"], "xyz": [[-3.755, -1.290, -1.589], [-2.350, 0.816, -3.863], [-3.674, 0.274, -3.875], [-4.716, 1.338, -3.594], [-4.429, 2.287, -2.462], [-4.495, 1.739, -0.954], [-3.374, 0.977, -0.327], [-2.182, 1.422, -0.392], [-1.000, 0.932, 0.177], [-1.027, 0.024, 1.420], [-0.128, -1.238, 1.639], [1.624, -0.525, 0.754], [1.581, 0.909, 0.135], [0.181, 1.588, -0.263], [0.265, 2.537, -1.046], [-3.954, -0.113, -5.323], [-3.458, -1.398, -5.944], [-4.132, -2.700, -5.358], [-3.215, -3.476, -4.560], [-3.628, -4.069, -3.499], [-2.753, -4.856, -2.560], [-1.737, -5.706, -2.955], [-1.053, -6.406, -1.967], [-1.250, -6.090, -0.654], [-2.156, -5.096, -0.281], [-3.021, -4.499, -1.213], [-3.898, -3.532, -0.927], [-2.205, 1.656, -4.549], [-1.675, 0.031, -4.198], [-2.031, 1.102, -2.853], [-5.643, 0.818, -3.419], [-4.718, 1.859, -4.564], [-5.209, 3.039, -2.532], [-3.502, 2.851, -2.631], [-5.360, 1.081, -0.963], [-4.805, 2.600, -0.356], [-2.022, 2.373, -0.978], [-2.072, -0.342, 1.591], [-0.624, -2.006, 2.204], [2.651, -0.842, 0.684], [2.078, 0.931, -0.823], [-3.698, 0.710, -5.989], [-5.046, -0.215, -5.334], [-2.373, -1.501, -5.831], [-3.710, -1.276, -7.037], [-4.411, -3.349, -6.226], [-5.077, -2.449, -4.862], [-4.674, -3.930, -3.206], [-1.525, -5.817, -4.027], [-0.327, -7.153, -2.270], [-0.656, -6.537, 0.197], [-2.259, -4.795, 0.749], [3.317, 7.255, 4.755], [3.373, 6.162, 3.703], [2.321, 6.144, 2.753], [2.183, 5.139, 1.821], [3.142, 4.107, 1.789], [4.132, 4.046, 2.783], [4.264, 5.075, 3.717], [3.090, 2.971, 0.427], [2.391, 1.594, 1.087], [-0.552, 0.936, 2.480], [-1.159, 2.207, 2.658], [-0.536, 3.141, 3.381], [0.509, 2.723, 4.289], [1.032, 3.480, 5.328], [1.729, 2.940, 6.376], [1.894, 1.551, 6.461], [1.480, 0.772, 5.442], [0.956, 1.380, 4.256], [0.574, 0.565, 3.107], [1.126, -0.673, 2.300], [2.095, -1.615, 3.032], [3.028, -1.047, 3.874], [3.614, -1.748, 4.909], [3.436, -3.121, 4.953], [2.836, -3.735, 3.875], [2.077, -3.013, 2.911], [1.603, -3.732, 1.715], [1.177, -3.158, 0.548], [0.671, -1.697, 0.389], [-0.067, -2.024, -1.326], [-1.033, -1.028, -1.786], [1.420, -1.666, -2.303], [2.286, -2.725, -2.631], [3.450, -2.407, -3.299], [3.721, -1.021, -3.535], [5.058, -0.609, -4.062], [2.717, -0.048, -3.327], [1.536, -0.393, -2.750], [3.622, 8.240, 4.345], [3.866, 7.038, 5.714], [2.230, 7.338, 5.012], [1.537, 6.948, 2.792], [1.477, 5.235, 1.021], [4.826, 3.237, 2.760], [5.100, 5.139, 4.468], [-2.031, 2.484, 2.019], [-0.816, 4.193, 3.414], [0.837, 4.603, 5.310], [2.075, 3.605, 7.171], [2.334, 1.272, 7.396], [1.518, -0.321, 5.492], [3.322, 0.006, 3.728], [4.243, -1.288, 5.652], [3.852, -3.704, 5.760], [2.907, -4.813, 3.806], [1.709, -4.834, 1.815], [0.945, -3.886, -0.250], [2.034, -3.759, -2.405], [4.166, -3.138, -3.588], [5.495, -1.231, -4.814], [5.810, -0.595, -3.206], [4.924, 0.394, -4.444], [2.922, 0.969, -3.638], [0.745, 0.329, -2.708], [-7.555, -1.553, -3.521], [-6.359, -1.323, -2.494]], "homo_lumo_gap_ev": [4.8, 6.7], "charge": -1, "spin_multiplicity": 2, "lumo_energy_ha": [0.0775, 0.0775], "e_homo_ev": [-2.65, -4.57]}

***

3.
{"formula": "H14NO5", "method": "wB97M-V/def2-TZVPD", "species": ["N", "H", "H", "H", "H", "H", "H", "O", "H", "H", "O", "H", "H", "O", "H", "H", "O", "H", "H", "O"], "xyz": [[1.121, -0.061, 0.315], [1.305, -1.017, 0.665], [0.584, 0.384, 1.058], [1.996, 0.463, 0.272], [0.675, -0.001, -0.607], [-0.703, 3.007, 1.401], [0.123, 3.478, 0.231], [0.084, 2.745, 0.882], [3.436, -2.719, 0.738], [3.848, -1.809, 1.844], [3.084, -2.028, 1.310], [-2.785, -2.106, -1.496], [-2.374, -3.337, -2.327], [-2.079, -2.515, -1.967], [-0.128, 0.307, -2.788], [-1.058, 1.374, -2.553], [-0.325, 0.928, -2.068], [-2.202, 0.627, 0.988], [-2.693, 1.389, 2.221], [-1.908, 0.891, 1.882]], "homo_lumo_gap_ev": [9.3, 1.7], "charge": 2, "spin_multiplicity": 2, "lumo_energy_ha": [-0.2833, -0.5654], "e_homo_ev": [-17.05, -17.05]}

***

4.
{"formula": "C8H12N2S", "method": "wB97M-V/def2-TZVPD", "species": ["C", "C", "C", "C", "C", "C", "C", "C", "N", "N", "S", "H", "H", "H", "H", "H", "H", "H", "H", "H", "H", "H", "H"], "xyz": [[3.127, 1.224, -0.204], [3.009, -0.136, -0.320], [1.855, 1.648, 0.147], [-2.782, 2.176, 0.008], [-0.320, 0.629, 0.377], [-0.697, -1.441, -1.176], [-0.931, -1.786, 1.269], [-1.137, -0.699, 0.131], [1.772, -0.452, 0.025], [1.041, 0.646, 0.228], [-1.084, 2.092, 0.240], [4.087, 1.712, -0.368], [3.692, -0.912, -0.676], [1.433, 2.655, 0.202], [-3.077, 3.147, -0.029], [-3.228, 1.240, -0.425], [0.108, -2.043, -0.963], [-0.386, -0.869, -1.997], [-1.496, -2.122, -1.482], [-1.610, -2.579, 1.183], [-1.176, -1.388, 2.257], [-0.017, -2.246, 1.330], [-2.186, -0.495, 0.243]], "homo_lumo_gap_ev": [7.0, 7.4], "charge": 0, "spin_multiplicity": 1, "lumo_energy_ha": [-0.0051, -0.0061], "e_homo_ev": [-7.17, -7.53]}

***

ΔE to the lowest compared entry with this formula, charge and spin, record by record: 0.00; 48.92; 79.14; 421.92 kJ/mol
Total energy, record by record: -102023.863; -104897.336; -11934.116; -22301.486 eV